Version A
{"formula": "C4H9N", "method": "ωB97M-V/def2-TZVPD", "homo_energy_ev": -7.38, "total_charge": 0, "molar_mass_g_mol": 71.12, "e_lumo_ev": 1.1, "multiplicity": 1, "symbols": ["H", "H", "H", "C", "N", "H", "H", "C", "H", "C", "H", "H", "C", "H"], "coordinates": [[0.25, -0.73, 2.33], [1.69, 1.10, -1.15], [-1.35, -0.48, -1.06], [1.77, 0.39, -0.33], [0.74, 0.19, 0.42], [2.68, -0.16, -0.14], [0.92, -2.07, -0.89], [-1.62, 0.43, -0.52], [-1.63, 1.28, -1.22], [-0.63, 0.67, 0.61], [-2.63, 0.31, -0.12], [-0.67, 1.67, 1.05], [0.01, -0.47, 1.31], [0.47, -2.12, -0.29]]}

---

Version B
{"formula": "C4H9N", "method": "ωB97M-V/def2-TZVPD", "homo_energy_ev": -7.77, "total_charge": 0, "molar_mass_g_mol": 71.12, "smiles": "C/C=C(/C)N", "e_lumo_ev": 1.1, "multiplicity": 1, "symbols": ["C", "H", "H", "C", "H", "H", "H", "H", "H", "H", "N", "H", "C", "C"], "coordinates": [[0.53, -1.23, -1.50], [-0.21, 2.34, 1.16], [1.51, -1.04, -1.97], [-0.16, -0.02, -0.93], [-0.75, 0.46, -1.70], [1.13, -1.14, 1.08], [-1.67, 1.74, 0.20], [-1.34, 1.17, 1.84], [0.75, 0.08, 2.23], [-0.13, -1.76, -2.19], [0.56, -0.37, 1.34], [0.79, -2.06, -0.82], [-0.12, 0.32, 0.35], [-0.88, 1.52, 0.92]]}

---

Version C
{"formula": "C4H9N", "method": "ωB97M-V/def2-TZVPD", "homo_energy_ev": -7.56, "total_charge": 0, "molar_mass_g_mol": 71.12, "e_lumo_ev": 0.6, "multiplicity": 1, "symbols": ["H", "H", "C", "C", "H", "C", "H", "H", "H", "H", "H", "C", "H", "N"], "coordinates": [[-0.22, -1.63, -1.14], [2.08, 1.38, -0.70], [1.88, 0.57, 0.03], [0.50, 0.01, -0.19], [-1.56, -0.57, 1.35], [-1.84, -0.04, 0.44], [-0.82, 1.43, -0.95], [2.65, -0.19, 0.02], [0.42, -1.22, 0.50], [-2.72, 0.56, 0.63], [1.93, 1.13, 0.95], [-0.66, 0.76, -0.10], [-2.22, -0.78, -0.29], [0.57, -1.41, -0.54]]}

---

Computed energies relative to the best structure, in eV: version A 4.087; version B 0.000; version C 3.555

---

Version A
{"formula": "C4H9N", "method": "ωB97M-V/def2-TZVPD", "homo_energy_ev": -8.83, "total_charge": 0, "molar_mass_g_mol": 71.12, "smiles": "CC1CNC1", "e_lumo_ev": 1.2, "multiplicity": 1, "symbols": ["C", "H", "C", "H", "H", "C", "N", "H", "H", "H", "H", "H", "C", "H"], "coordinates": [[-0.47, -0.06, 0.52], [-1.76, -0.19, -1.29], [0.44, 1.04, 0.00], [-0.51, 0.03, 1.64], [0.29, -1.45, -1.03], [-1.88, -0.03, -0.21], [1.59, 0.06, -0.08], [0.84, -1.85, 0.74], [-2.72, -0.80, 0.09], [0.10, 1.41, -0.98], [0.66, 1.82, 0.67], [2.21, 0.04, -0.91], [0.59, -1.03, -0.01], [-2.26, 1.00, -0.08]]}

---

Version B
{"formula": "C4H9N", "method": "ωB97M-V/def2-TZVPD", "homo_energy_ev": -7.08, "total_charge": 0, "molar_mass_g_mol": 71.12, "e_lumo_ev": 1.1, "multiplicity": 1, "symbols": ["H", "C", "C", "H", "H", "H", "C", "N", "H", "H", "H", "C", "H", "H"], "coordinates": [[-1.75, 1.63, 0.19], [0.70, -0.54, -1.68], [-0.99, 1.35, 0.90], [1.12, -1.52, -1.93], [2.02, 0.44, 1.04], [1.44, 0.24, -1.96], [0.40, -0.49, -0.23], [-0.10, 0.46, 0.55], [-1.67, -1.26, 0.16], [-0.95, 1.75, 1.91], [0.99, -0.83, 1.90], [1.12, -0.19, 1.02], [-2.28, -0.94, 0.43], [-0.20, -0.40, -2.28]]}

---

Version C
{"formula": "C4H9N", "method": "ωB97M-V/def2-TZVPD", "homo_energy_ev": -7.80, "total_charge": 0, "molar_mass_g_mol": 71.12, "smiles": "C=CNCC", "e_lumo_ev": 1.1, "multiplicity": 1, "symbols": ["H", "C", "H", "H", "H", "H", "H", "C", "C", "H", "N", "H", "C", "H"], "coordinates": [[-0.53, 1.88, 0.57], [-0.48, 1.22, -0.31], [1.71, 0.91, -0.55], [-1.41, 0.03, 0.98], [0.55, -3.04, 1.18], [1.12, 2.44, -1.22], [-1.18, -2.51, 1.59], [-0.19, -2.26, 1.25], [0.86, 1.41, -1.00], [0.75, 1.00, -2.02], [-0.79, -0.12, 0.20], [0.89, -1.34, -0.21], [0.02, -1.20, 0.44], [-1.32, 1.58, -0.90]]}

---

Computed energies relative to the best structure, in eV: version A 0.198; version B 3.342; version C 0.000

---

Version A
{"formula": "C4H9N", "method": "ωB97M-V/def2-TZVPD", "homo_energy_ev": -7.12, "total_charge": 0, "molar_mass_g_mol": 71.12, "smiles": "CC/C=C/N", "e_lumo_ev": 1.2, "multiplicity": 1, "symbols": ["H", "H", "H", "N", "H", "H", "H", "H", "H", "C", "H", "C", "C", "C"], "coordinates": [[-1.13, -0.91, -1.28], [-2.15, -0.24, 0.07], [2.10, -1.48, 0.28], [1.87, -1.16, 1.24], [-0.05, 1.82, -1.12], [0.95, 0.25, -0.40], [0.32, -0.65, 2.49], [2.37, -1.38, 2.04], [-1.07, 1.21, -2.32], [0.13, -0.07, 0.24], [-1.80, 2.05, -0.86], [0.62, -0.69, 1.45], [-1.02, 1.31, -1.28], [-1.14, -0.04, -0.55]]}

---

Version B
{"formula": "C4H9N", "method": "ωB97M-V/def2-TZVPD", "homo_energy_ev": -9.00, "total_charge": 0, "molar_mass_g_mol": 71.12, "smiles": "C=CCCN", "e_lumo_ev": 1.1, "multiplicity": 1, "symbols": ["H", "H", "H", "C", "C", "N", "H", "C", "H", "H", "H", "C", "H", "H"], "coordinates": [[0.99, 0.15, -1.36], [-0.52, 1.58, 0.03], [2.91, -0.86, -0.50], [-2.47, -0.33, -0.09], [-1.18, -0.40, 0.08], [2.05, -0.69, 0.07], [1.73, 1.35, -0.31], [1.19, 0.37, -0.33], [-0.80, -1.43, 0.31], [-0.13, 0.67, 1.44], [2.43, -0.64, 1.02], [-0.15, 0.64, 0.33], [-3.15, -1.07, -0.27], [-2.91, 0.65, -0.42]]}

---

Computed energies relative to the best structure, in eV: version A 1.099; version B 0.000